C5H3ClF6OS | wB97M-V/def2-TZVPD

Its total charge is 0. The value obtained for the frontier orbital gap (spin up / spin down) is 7.6 / 7.8 eV. The largest force on an atom is 0.067 Eh/bohr. For the total energy, the calculation gives -46940.730 eV.

Bonds (Å) are listed after each position.
Positions of all 17 atoms, in Å:
1 C -1.271 2.655 1.024  O6 1.190, Cl14 1.694
2 C 2.422 0.269 0.789  S13 1.938, H15 1.173, H16 1.122, H17 1.043
3 C -0.189 -0.629 -0.148  C4 1.497, C5 1.494, S13 1.702
4 C -1.598 -1.010 0.184  C3 1.497, F7 1.358, F8 1.303, F9 1.402
5 C 0.163 -0.601 -1.600  C3 1.494, F10 1.300, F11 1.360, F12 1.360
6 O -0.485 2.008 0.407  C1 1.190
7 F -2.552 -0.381 -0.551  C4 1.358
8 F -1.923 -0.798 1.428  C4 1.303
9 F -1.800 -2.383 -0.017  C4 1.402
10 F -0.678 0.045 -2.353  C5 1.300
11 F 1.405 -0.097 -1.832  C5 1.360
12 F 0.222 -1.808 -2.224  C5 1.360
13 S 0.975 -0.996 1.038  C2 1.938, C3 1.702
14 Cl -2.872 2.350 1.487  C1 1.694
15 H 3.419 -0.323 0.968  C2 1.173
16 H 2.339 1.056 1.584  C2 1.122
17 H 2.423 0.643 -0.185  C2 1.043

C5H3ClINO2S | wB97M-V/def2-TZVPD

Its total charge is 0. Its energy above the lowest of the compared OMol25 structures with the same formula, charge and spin is 19.5 kcal/mol. The value obtained for the frontier orbital gap (spin up / spin down) is 8.1 / 6.1 eV. The largest force on an atom is 0.059 Eh/bohr. For the total energy, the calculation gives -42272.499 eV.

Bonds (Å) are listed after each position.
Positions of all 14 atoms, in Å:
1 C 0.522 -0.372 1.130  C3 1.362, C4 1.434, H12 1.059
2 C -0.833 -0.414 -0.902  C4 1.397, C5 1.427, H13 1.112
3 C 1.595 -0.800 0.409  C1 1.362, N6 1.319, H14 1.025
4 C -0.715 -0.106 0.456  C1 1.434, C2 1.397, S9 1.782
5 C 0.346 -0.917 -1.528  C2 1.427, N6 1.320, Cl10 1.667
6 N 1.485 -1.068 -0.878  C3 1.319, C5 1.320
7 O -1.613 0.647 2.671  S9 1.443
8 O -0.966 2.388 -0.818  I11 1.885
9 S -2.157 0.435 1.352  C4 1.782, O7 1.443
10 Cl 0.394 -1.518 -3.083  C5 1.667
11 I 0.727 3.159 -0.517  O8 1.885
12 H 0.591 -0.141 2.161  C1 1.059
13 H -1.857 -0.151 -1.247  C2 1.112
14 H 2.482 -1.140 0.794  C3 1.025